1.
Computed, not measured: a single C4H8N2O molecule, with wB97M-V/def2-TZVPD.

Element x y z (Å)
C  1.422  -0.213  1.541
C  0.413  1.174  -0.196
N  0.994  -0.153  0.134
C  -0.346  -0.779  -0.259
C  -0.773  0.611  -0.700
N  -1.828  1.023  -1.303
O  -2.698  -0.103  -1.461
H  1.847  -1.181  1.800
H  0.544  0.013  2.159
H  2.145  0.595  1.712
H  1.064  1.974  -0.508
H  1.722  -0.513  -0.504
H  -0.849  -1.221  0.603
H  -0.243  -1.527  -1.055
H  -3.414  0.299  -1.962

Cartesian forces, eV/Å:
0.03 0.05 0.36
0.05 0.27 -0.31
0.11 -0.16 -0.07
-0.10 -0.07 0.06
-0.29 0.14 -0.21
0.46 0.02 0.14
-0.36 -0.07 -0.14
0.05 -0.09 -0.01
0.22 -0.15 -0.24
-0.11 -0.34 -0.13
-0.05 0.06 -0.03
-0.13 0.20 0.42
0.07 0.11 -0.08
0.08 0.23 0.19
-0.01 -0.20 0.06

Properties
- ΔE to the lowest compared entry with this formula, charge and spin: 130.2 kcal per mole
- Gap between HOMO and LUMO: 7.033 eV
- 2S+1: 1

---

2.
Computed, not measured: a molecular structure, C9H9N2NaS, with wB97M-V/def2-TZVPD.

Element x y z (Å)
Na  -0.131  -1.362  -1.739
S  0.034  -0.083  0.414
C  0.020  -0.670  2.056
C  -1.174  -0.706  2.775
C  -1.188  -1.125  4.090
C  -0.012  -1.507  4.716
C  1.182  -1.447  4.014
C  1.203  -1.032  2.697
H  -2.092  -0.403  2.290
H  -2.122  -1.143  4.634
H  -0.024  -1.835  5.745
H  2.108  -1.720  4.502
H  2.138  -0.988  2.153
N  0.513  2.022  -4.940
C  -0.485  2.403  -4.091
C  -0.793  1.291  -3.363
N  -0.002  0.250  -3.746
C  0.765  0.720  -4.694
H  0.972  2.608  -5.618
H  -0.889  3.395  -4.079
H  -1.526  1.176  -2.590
H  1.503  0.152  -5.225

Cartesian forces, eV/Å:
0.10 0.14 -0.22
0.04 0.33 -0.57
-0.05 0.05 -0.14
-0.03 -0.07 0.01
-0.04 -0.04 0.16
0.01 -0.01 0.18
0.07 -0.08 0.18
0.02 -0.08 -0.02
0.01 0.02 -0.05
-0.07 -0.03 0.05
0.01 -0.02 0.08
0.05 -0.05 0.04
-0.04 0.03 -0.03
0.09 -0.05 -0.11
-0.40 0.04 0.29
-0.19 0.55 0.00
0.11 -0.63 0.21
0.32 -0.23 -0.20
-0.02 -0.12 0.07
-0.02 0.14 0.01
-0.14 0.13 0.20
0.19 -0.03 -0.13

Properties
- Gap between HOMO and LUMO: 6.158 eV
- 2S+1: 1

---

3.
Computed, not measured: 2 unconnected molecules or ions with the total composition C4H7IS at a distorted geometry, with wB97M-V/def2-TZVPD.

Element x y z (Å)
C  -2.278  -1.479  -0.411
C  0.610  0.820  1.296
C  1.162  1.056  -0.125
C  0.609  0.728  -1.290
S  -1.358  -2.741  0.045
I  1.521  1.299  -3.075
H  -1.926  -1.185  -1.438
H  0.518  1.913  1.700
H  -0.505  0.361  1.254
H  1.215  0.284  1.981
H  -1.380  -2.707  1.440
H  2.101  1.566  0.010
H  -0.289  0.087  -1.387

Cartesian forces, eV/Å:
0.55 1.17 0.15
-3.78 1.85 -1.44
-0.41 -0.83 1.44
0.07 -0.35 0.69
1.02 -0.10 0.45
-0.11 -0.10 -0.05
-0.81 -0.97 0.28
-0.05 -1.97 -0.38
2.61 1.00 0.23
0.76 -0.65 0.32
-0.79 -0.16 -0.87
0.31 0.33 -0.89
0.65 0.79 0.09

Properties
- ΔE to the lowest compared entry with this formula, charge and spin: 83.1 kcal per mole
- Gap between HOMO and LUMO: 8.352 eV
- 2S+1: 1

---

4.
Computed, not measured: a gas-phase ion, C5H6N (charge +1) at a distorted geometry, with wB97M-V/def2-TZVPD.

Element x y z (Å)
C  -1.180  -1.025  0.048
C  -2.184  -0.237  0.136
C  2.243  -0.025  0.072
C  1.086  -0.410  0.460
C  -2.193  1.044  -0.086
N  0.009  -0.818  -0.429
H  2.940  0.229  0.754
H  2.548  -0.160  -1.063
H  0.894  -0.554  1.478
H  -2.963  1.597  -0.720
H  -1.524  1.575  0.641
H  0.323  -1.214  -1.294

Cartesian forces, eV/Å:
-2.55 -3.13 2.05
1.89 -0.49 -1.11
1.37 -0.88 -6.22
-3.58 -1.93 -0.33
-2.97 3.59 -0.25
4.31 1.09 0.99
2.34 0.93 2.00
-0.53 0.80 2.47
-0.81 0.19 1.38
1.06 -0.55 1.21
-0.34 0.06 -1.09
-0.21 0.32 -1.09

Properties
- Total charge: +1
- ΔE to the lowest compared entry with this formula, charge and spin: 89.4 kcal per mole
- Gap between HOMO and LUMO (alpha / beta): 7.481 / 6.222 eV
- 2S+1: 3

---

5.
Computed, not measured: a single C4H2F2OS molecule at a distorted geometry, with wB97M-V/def2-TZVPD.

Element x y z (Å)
F  2.866  -0.811  -0.054
C  1.643  -0.224  0.051
C  1.312  1.090  0.105
C  -0.166  1.054  -0.006
F  -0.915  2.115  -0.079
C  -0.582  -0.279  0.064
S  -2.184  -0.969  -0.007
O  0.596  -1.020  -0.037
H  2.075  1.819  0.090
H  -2.703  0.261  0.227

Cartesian forces, eV/Å:
-1.86 0.58 0.30
0.72 0.65 -0.45
-1.18 -1.67 -0.53
2.10 -2.46 0.86
-0.95 0.90 0.11
2.09 2.71 -1.07
0.12 0.13 0.07
-1.07 -1.53 0.70
0.04 1.09 0.04
-0.01 -0.41 -0.04

Properties
- SMILES string: Fc1cc(F)c(S)o1
- ΔE to the lowest compared entry with this formula, charge and spin: 8.3 kcal per mole
- Gap between HOMO and LUMO: 8.917 eV
- 2S+1: 1

---

6.
Computed, not measured: a single C24H28N2O5 molecule, with wB97M-V/def2-TZVPD.

Element x y z (Å)
C  2.314  0.356  7.536
O  1.606  0.620  6.353
C  1.250  -0.515  5.606
C  2.414  -1.148  4.836
C  2.939  -0.222  3.738
N  2.036  -0.048  2.628
C  1.562  1.167  2.254
O  1.721  2.205  2.852
C  0.854  0.979  0.911
O  0.236  1.838  0.322
C  1.088  -0.406  0.537
C  0.677  -1.061  -0.578
O  0.845  -2.402  -0.624
C  0.059  -0.417  -1.737
C  -1.044  -1.017  -2.352
C  -1.650  -0.426  -3.435
C  -1.163  0.779  -3.952
O  -1.835  1.280  -5.007
C  -1.455  2.537  -5.536
C  -2.454  2.930  -6.629
C  -2.438  1.904  -7.759
C  -3.855  3.072  -6.041
C  -0.039  1.360  -3.363
C  0.556  0.770  -2.268
C  1.719  -1.121  1.711
C  0.720  -2.099  2.290
C  -0.516  -1.653  2.744
C  -1.413  -2.572  3.261
C  -1.039  -3.907  3.295
N  0.127  -4.343  2.850
C  0.980  -3.462  2.360
H  2.395  1.306  8.060
H  3.322  -0.030  7.344
H  1.776  -0.364  8.167
H  0.495  -0.162  4.900
H  0.791  -1.273  6.262
H  3.234  -1.361  5.524
H  2.082  -2.096  4.411
H  3.893  -0.611  3.358
H  3.096  0.777  4.157
H  0.533  -2.746  -1.473
H  -1.460  -1.931  -1.947
H  -2.517  -0.870  -3.898
H  -0.443  2.473  -5.960
H  -1.457  3.294  -4.741
H  -2.131  3.901  -7.022
H  -3.142  2.189  -8.538
H  -1.446  1.832  -8.200
H  -2.719  0.928  -7.376
H  -4.562  3.362  -6.813
H  -4.174  2.126  -5.613
H  -3.868  3.828  -5.259
H  0.375  2.277  -3.749
H  1.427  1.227  -1.828
H  2.630  -1.662  1.421
H  -0.768  -0.603  2.687
H  -2.379  -2.260  3.625
H  -1.701  -4.666  3.690
H  1.919  -3.866  2.005

Cartesian forces, eV/Å:
0.02 -0.03 0.03
0.03 0.23 -0.10
0.01 -0.35 -0.14
-0.20 0.38 0.07
0.22 -0.03 0.38
-0.08 -0.09 -0.15
0.23 0.49 0.39
-0.14 0.07 -0.12
-0.39 0.18 -0.69
0.25 -0.01 0.45
0.11 -0.59 -0.25
0.21 0.37 0.35
-0.06 0.12 0.03
-0.06 -0.05 -0.30
0.09 0.15 0.09
-0.06 0.14 -0.22
0.10 -0.29 0.31
-0.12 -0.15 0.01
0.10 0.54 -0.30
0.04 -0.33 0.25
0.05 0.22 0.13
0.23 0.07 -0.09
-0.13 0.19 -0.27
-0.07 -0.34 0.08
-0.12 -0.33 -0.30
-0.11 -0.29 0.16
0.16 -0.23 -0.04
0.08 0.08 -0.05
-0.24 0.08 0.09
0.07 -0.57 0.06
0.06 0.47 -0.09
0.05 -0.06 0.07
-0.02 0.01 0.03
0.02 0.02 0.00
-0.02 -0.10 0.05
-0.01 0.09 -0.07
0.03 -0.08 -0.01
0.07 -0.03 0.11
-0.06 0.10 0.00
0.09 -0.12 -0.08
0.10 0.13 0.04
-0.06 -0.07 0.02
-0.10 -0.04 -0.05
-0.07 -0.01 0.09
0.03 -0.09 -0.03
0.05 -0.05 0.08
-0.06 -0.01 -0.11
0.10 -0.07 -0.10
-0.04 -0.13 -0.02
-0.11 0.03 -0.05
-0.10 -0.08 0.05
-0.07 0.07 0.11
0.02 0.09 -0.06
0.05 0.06 0.06
-0.05 0.06 0.05
-0.06 0.10 0.03
-0.09 0.00 0.05
-0.13 0.01 0.06
0.15 0.07 -0.08

Properties
- SMILES string: COCCCN1C(=O)C(=O)/C(=C(/O)c2ccc(OCC(C)C)cc2)[C@@H]1c1cccnc1
- ΔE to the lowest compared entry with this formula, charge and spin: 73.8 kcal per mole
- Gap between HOMO and LUMO: 8.283 eV
- 2S+1: 1

---

7.
Computed, not measured: a molecular structure, C2HIrLiO2 at a distorted geometry, with wB97M-V/def2-TZVPD.

Element x y z (Å)
O  -1.703  -0.039  0.260
C  -0.961  0.834  -0.243
C  0.300  0.760  -0.735
H  0.400  0.311  -1.729
Li  -0.584  -1.622  0.643
Ir  1.225  0.522  1.665
O  1.323  -0.765  0.139

Cartesian forces, eV/Å:
1.77 3.37 -0.65
-2.33 -4.54 0.57
0.76 -0.12 1.01
0.51 0.98 -0.05
0.46 0.07 -0.19
0.43 -1.80 -3.40
-1.61 2.05 2.71

Properties
- Total charge: +1
- Gap between HOMO and LUMO (alpha / beta): 7.544 / 6.763 eV
- 2S+1: 5

---

8.
Computed, not measured: 2 unconnected molecules or ions with the total composition C6H16NO2, with wB97M-V/def2-TZVPD.

Element x y z (Å)
C  0.017  -1.755  -0.562
N  0.779  -1.891  0.673
C  2.141  -1.288  0.613
O  2.193  0.056  0.465
C  -1.152  -0.777  -0.460
C  -0.720  0.690  -0.400
C  -1.806  1.567  0.230
C  -0.363  1.207  -1.790
H  -0.368  -2.737  -0.870
H  0.693  -1.422  -1.355
H  0.285  -1.409  1.417
H  2.633  -1.650  1.538
H  2.627  -1.813  -0.233
H  -1.834  -0.922  -1.311
H  -1.722  -1.039  0.436
H  0.179  0.745  0.213
H  -1.455  2.604  0.304
H  -2.726  1.521  -0.360
H  -2.037  1.218  1.238
H  -0.040  2.253  -1.745
H  -1.227  1.154  -2.455
H  0.447  0.620  -2.227
H  0.421  0.956  2.536
H  1.721  0.798  1.638
O  1.313  1.316  2.466

Cartesian forces, eV/Å:
-0.03 0.01 -0.07
0.02 -0.03 0.02
0.07 0.23 -0.04
0.01 -0.19 -0.07
0.05 0.05 -0.15
-0.31 0.12 0.05
0.30 -0.14 -0.09
0.14 0.07 0.14
-0.04 0.01 0.00
0.04 0.00 -0.02
0.01 -0.02 0.04
0.03 0.01 0.04
0.07 -0.10 0.01
-0.01 -0.01 0.02
-0.09 0.00 0.11
0.09 0.01 -0.07
-0.18 -0.12 -0.04
-0.06 0.14 -0.01
-0.04 0.03 0.07
0.04 -0.13 0.00
-0.14 -0.02 -0.11
0.02 0.06 0.01
0.15 0.11 0.01
-0.02 0.04 0.19
-0.10 -0.13 -0.05

Properties
- Total charge: -1
- ΔE to the lowest compared entry with this formula, charge and spin: 0.0 kcal per mole
- Gap between HOMO and LUMO: 7.351 eV
- 2S+1: 1